# 1
This record from the Open Molecules 2025 dataset describes a molecular structure, C4H8O2 at a distorted geometry. The level of theory is ωB97M-V/def2-TZVPD.

ORCA input file:
```
! wB97M-V def2-TZVPD RIJCOSX def2/J DEFGRID3
* xyz 0 1
C 1.58612 -0.77963 -0.80739
C 1.08664 0.22307 0.21987
O 1.40003 1.53993 -0.12163
C -0.32790 -0.07545 0.25126
O -1.09452 0.96227 0.09475
C -2.22370 -0.08417 0.56388
H 1.37050 -1.80426 -0.49216
H 2.64886 -0.58946 -0.87687
H 1.10417 -0.62833 -1.78437
H 1.44251 -0.00924 1.23532
H 0.54206 1.99347 -0.17338
H -2.65423 -0.29798 -0.39991
H -2.79990 0.58530 1.17884
H -2.08065 -1.03551 1.11178
*
```

## Properties
E_HOMO = -7.9 eV

***

# 2
This record from the Open Molecules 2025 dataset describes 9 unconnected molecules or ions with the total composition C17H52O9 at a distorted geometry. The level of theory is ωB97M-V/def2-TZVPD.

ORCA input file:
```
! wB97M-V def2-TZVPD RIJCOSX def2/J DEFGRID3
* xyz 0 1
C 0.54620 -1.12742 0.05967
C -0.61463 -0.24886 -0.35125
C -1.77222 -0.42692 0.64073
O -0.27706 1.12491 -0.36067
H 1.42174 -0.97060 -0.57671
H 0.27031 -2.17923 -0.03103
H 0.87199 -0.90392 1.07803
H -0.97889 -0.56855 -1.32913
H -1.50381 -0.08971 1.64014
H -2.04016 -1.48707 0.68731
H -2.68856 0.08595 0.34232
H -0.11982 1.57546 0.47837
C 1.62219 -0.86294 4.06555
C 2.72620 -0.25403 4.90875
O 3.77029 0.18180 4.03338
H 1.39555 -0.18696 3.23759
H 0.69099 -0.91023 4.62604
H 1.94034 -1.82544 3.67299
H 3.13712 -1.00435 5.59116
H 2.35973 0.58824 5.50069
H 4.24691 0.91539 4.42707
C -2.11144 -1.13195 4.21144
C -2.21422 -0.19378 5.40034
O -3.38786 -0.42872 6.16730
H -1.94176 -2.14622 4.57846
H -1.23647 -0.86539 3.61943
H -2.99792 -1.13466 3.57831
H -2.15191 0.85924 5.08925
H -1.37542 -0.32350 6.08766
H -4.15101 -0.40984 5.58313
C 5.86964 -0.60108 -0.68548
C 4.50097 -0.29786 -1.25838
O 4.58454 0.91886 -2.03288
H 6.55584 -0.96648 -1.44653
H 5.73980 -1.34739 0.10783
H 6.33637 0.26000 -0.20901
H 3.74985 -0.12954 -0.48410
H 4.18129 -1.10860 -1.91973
H 3.71775 1.35492 -1.92078
C -3.53853 3.21054 -3.16257
C -2.99030 1.79970 -2.94923
O -3.54012 0.91772 -3.90638
H -3.18274 3.89134 -2.38865
H -4.62669 3.17308 -3.11910
H -3.21455 3.56810 -4.13981
H -3.27746 1.45888 -1.94586
H -1.89791 1.85712 -2.90127
H -2.84756 0.49175 -4.41713
C 1.00518 4.36188 2.27332
C 1.73621 3.30223 1.46416
O 1.38099 1.98580 1.91323
H -0.01584 4.54406 1.93126
H 1.49326 5.33808 2.14753
H 0.99664 4.22018 3.35384
H 2.81090 3.50176 1.51888
H 1.49209 3.46853 0.40664
H 2.22914 1.52274 1.91547
C -3.64742 -3.03696 -3.51951
C -4.07062 -3.56345 -2.14670
O -3.60472 -2.68772 -1.12538
H -4.12930 -3.55078 -4.34990
H -2.56559 -3.03700 -3.64608
H -3.96824 -1.99041 -3.51905
H -3.65663 -4.55851 -1.96450
H -5.15558 -3.69438 -2.11897
H -4.33778 -2.10801 -0.90047
C 1.42985 1.74188 -3.15945
O 1.94098 1.79159 -1.83266
H 2.23738 1.58860 -3.87295
H 0.72666 0.90932 -3.26142
H 0.91538 2.67273 -3.41663
H 1.18171 1.57962 -1.24806
C 0.72782 -3.14151 -3.79302
O 0.40327 -2.40982 -4.95359
H 0.59173 -2.49250 -2.91898
H 0.09629 -4.01001 -3.59485
H 1.80416 -3.34889 -3.74885
H 0.39550 -3.00078 -5.71062
*
```

## Properties
E_HOMO = -9.4 eV

***

# 3
This record from the Open Molecules 2025 dataset describes C4H10 in the gas phase. The level of theory is ωB97M-V/def2-TZVPD.

ORCA input file:
```
! wB97M-V def2-TZVPD RIJCOSX def2/J DEFGRID3
* xyz 0 1
C -0.13185 -1.37232 -1.37719
C -0.52257 -0.14413 -0.56051
C 0.56520 0.28314 0.42451
C 0.08784 1.26156 1.48632
H 0.61258 -1.14525 -2.14551
H -1.00216 -1.79046 -1.88889
H 0.29934 -2.15768 -0.75231
H -1.46606 -0.31586 -0.03894
H -0.70439 0.68519 -1.25340
H 1.38597 0.72819 -0.14526
H 0.95863 -0.60507 0.92516
H -0.30873 2.18044 1.04397
H 0.90670 1.55608 2.14841
H -0.68050 0.83617 2.13363
*
```

## Properties
E_HOMO = -11.3 eV

***

# 4
This record from the Open Molecules 2025 dataset describes C12H18N2O3 in the gas phase at a distorted geometry. The level of theory is ωB97M-V/def2-TZVPD.

ORCA input file:
```
! wB97M-V def2-TZVPD RIJCOSX def2/J DEFGRID3
* xyz 0 1
O 2.17354 -2.20545 0.19348
O 3.52368 -0.46824 1.74382
O 1.65384 -1.67736 3.25935
C -0.10722 0.48932 -3.63608
C -1.23625 -0.33579 -3.26451
C 0.31578 1.44677 -2.82753
C -1.89190 -0.05809 -2.11541
C -0.51350 1.86174 -1.82965
C -1.58049 1.08469 -1.41859
N -2.27927 0.24271 0.77211
N 0.21898 -1.03089 0.44012
C -2.39085 1.34721 -0.20022
C -1.20846 0.32310 1.78288
C 1.64445 -0.94819 0.18997
C -0.22635 -0.83092 1.78696
C 2.19359 -0.14777 1.41631
C 1.16265 -0.46319 2.52875
H 1.59057 -2.72834 0.78131
H 3.74955 -1.34562 1.61458
H 2.64109 -1.55076 3.31466
H 0.34690 0.24447 -4.68383
H -1.67603 -0.98395 -3.90884
H 1.19988 2.09190 -3.06519
H -2.83785 -0.50129 -1.90013
H -0.18596 2.73813 -1.21502
H -2.38598 -0.66498 0.35403
H -0.30167 -0.48654 -0.25837
H -3.47374 1.50812 -0.33697
H -2.19186 2.31831 0.23574
H -1.64973 0.30354 2.75630
H -0.67157 1.22745 1.69436
H 1.97078 -0.35729 -0.64338
H -0.73642 -1.78210 2.12780
H 2.18457 0.88217 1.13614
H 0.97522 0.45716 3.17504
*
```

## Properties
E_HOMO = -8.6 eV

***

# 5
This record from the Open Molecules 2025 dataset describes a molecular structure, C3H3Br9 at a distorted geometry. The level of theory is ωB97M-V/def2-TZVPD.

ORCA input file:
```
! wB97M-V def2-TZVPD RIJCOSX def2/J DEFGRID3
* xyz 0 1
C 0.75402 2.36363 -6.49666
Br 0.57040 0.35972 -6.53181
Br -0.95427 3.19666 -6.17095
Br 1.41830 2.86865 -8.26084
H 1.46581 2.58472 -5.70131
C 2.01945 0.19825 1.11442
Br 0.99662 1.37689 2.41604
Br 2.67177 1.30980 -0.40273
Br 0.88054 -1.35050 0.50108
H 2.90030 -0.05244 1.70549
C -2.52364 -2.57435 5.41716
Br -0.81852 -2.99494 6.20058
Br -3.19318 -0.84275 6.14997
Br -3.78421 -4.03574 5.71282
H -2.40343 -2.40755 4.34672
*
```

## Properties
E_HOMO = -10.3 eV

***

# 6
This record from the Open Molecules 2025 dataset describes a molecular structure, C14H41BrCuN7O5 at a distorted geometry. The level of theory is ωB97M-V/def2-TZVPD.

ORCA input file:
```
! wB97M-V def2-TZVPD RIJCOSX def2/J DEFGRID3
* xyz 1 2
Cu 3.89714 -20.12835 -2.31729
Br 4.20393 -22.73566 -2.76706
C 1.14302 -20.30273 -0.25036
O 2.13324 -20.16942 -0.97658
N 0.92156 -21.29404 0.66684
N 0.24676 -19.28719 -0.12047
H 1.11383 -22.24425 0.39733
H 0.33128 -21.03155 1.42784
H 0.24121 -18.54310 -0.79459
H -0.40279 -19.31752 0.63876
C 6.44828 -19.74261 -4.62240
O 5.68699 -19.69183 -3.64543
N 6.78292 -18.75083 -5.46113
N 7.11288 -20.90183 -4.86534
H 6.34375 -17.85167 -5.54021
H 7.29964 -19.03689 -6.27416
H 8.03000 -20.83080 -5.27047
H 6.79741 -21.78210 -4.49433
C 4.60326 -21.56535 1.09884
C 5.05733 -20.18230 0.74254
C 6.27661 -19.66826 1.58393
O 6.51774 -18.31787 1.31827
C 6.41467 -17.48050 2.45936
N 5.53189 -20.23345 -0.65319
H 5.44654 -22.25837 1.07590
H 3.76142 -21.94399 0.52302
H 4.25443 -21.57748 2.13657
H 4.30921 -19.39728 0.87276
H 7.05470 -20.38861 1.29899
H 6.19583 -19.90521 2.64935
H 5.44522 -17.39548 2.95132
H 6.89585 -16.51401 2.31696
H 7.11274 -17.91746 3.18465
H 6.24910 -19.51932 -0.77509
H 6.15723 -21.02356 -0.81240
C 6.09376 -16.97726 -1.92041
C 4.73843 -16.89233 -1.21528
C 4.06944 -15.46131 -1.25617
O 4.95708 -14.38533 -1.10216
C 5.36111 -14.20505 0.26643
N 3.80587 -17.85112 -1.84356
H 6.43826 -18.00626 -1.93646
H 6.81120 -16.30187 -1.45970
H 5.99483 -16.72374 -2.97985
H 4.95534 -17.23042 -0.20220
H 3.26926 -15.39529 -0.50999
H 3.62552 -15.27689 -2.23732
H 6.32986 -13.70253 0.31796
H 5.44375 -15.21100 0.67047
H 4.74641 -13.44073 0.74674
H 3.62736 -17.54304 -2.79692
H 2.91365 -17.73150 -1.36879
C 0.60519 -21.48580 -3.70647
C 1.46296 -20.65873 -4.66510
C 0.63764 -20.03221 -5.80669
O 0.09503 -21.00265 -6.68895
C 0.95144 -21.32452 -7.76174
N 2.23695 -19.62201 -3.89279
H 1.20683 -21.93373 -2.91429
H 0.09005 -22.26828 -4.26034
H -0.11804 -20.87440 -3.15592
H 2.21229 -21.36211 -5.03554
H 1.21726 -19.26620 -6.33218
H -0.30066 -19.62541 -5.41754
H 1.87762 -21.82675 -7.47353
H 1.15890 -20.58086 -8.53818
H 0.34810 -22.04048 -8.32776
H 1.44954 -19.06224 -3.55059
H 2.47373 -19.01496 -4.68374
*
```

## Properties
E_HOMO (spin up / spin down) = -11.2 / -11.1 eV

***

# 7
This record from the Open Molecules 2025 dataset describes a gas-phase ion, C16H31N6O (charge +1) at a distorted geometry. The level of theory is ωB97M-V/def2-TZVPD.

ORCA input file:
```
! wB97M-V def2-TZVPD RIJCOSX def2/J DEFGRID3
* xyz 1 1
C 3.84082 1.63648 1.72188
C 4.25187 1.00441 0.63769
C 4.02942 -0.46829 0.42145
N 2.67475 -0.72253 -0.11994
C 2.34726 -2.14764 -0.28063
H 2.69542 -2.70233 0.59130
H 2.85602 -2.53936 -1.16430
C 0.81889 -2.27668 -0.39709
N 0.23970 -1.20205 -1.18491
C 1.18239 -0.60937 -2.09135
H 0.68898 0.16129 -2.68314
H 1.50897 -1.39261 -2.78302
C 2.41878 -0.00054 -1.38437
H 2.25762 1.05208 -1.14564
H 3.29365 -0.08092 -2.03354
C -0.82251 -0.38557 -0.64078
C -0.44976 0.35679 0.60482
N 0.68841 0.21565 1.26477
N 0.68345 1.09713 2.26261
N -0.37922 1.76558 2.24952
N -1.12882 1.34705 1.22583
C -2.33521 2.04185 0.87759
H -3.02319 1.35287 0.38852
H -2.77478 2.42497 1.79992
C -2.00799 3.20836 -0.05721
O -1.37708 2.69006 -1.20990
C -1.11904 3.67862 -2.18422
H -0.44393 4.44751 -1.79447
H -0.65101 3.17191 -3.02517
H -2.04704 4.15393 -2.51549
H -2.93790 3.72749 -0.32405
H -1.34251 3.92228 0.45060
H 1.92861 -0.33653 0.59719
H -1.01387 0.39933 -1.38521
C -2.15172 -1.17886 -0.55988
H -2.97324 -0.46396 -0.48885
H -2.24337 -1.66998 -1.53023
C -2.36288 -2.24285 0.52590
C -3.73078 -2.88659 0.28917
H -3.89935 -3.68626 1.00481
H -4.52634 -2.15406 0.40464
H -3.79264 -3.30691 -0.71115
C -2.30700 -1.68548 1.94626
H -1.31037 -1.34464 2.21665
H -2.58370 -2.46177 2.65498
H -3.00662 -0.86053 2.06684
H -1.60965 -3.02703 0.42139
H 0.38763 -2.26481 0.60345
H 0.58498 -3.24268 -0.86261
H 4.10504 -0.99624 1.37457
H 4.76976 -0.87629 -0.27154
H 4.77083 1.53191 -0.14934
H 4.00719 2.69077 1.85412
H 3.32112 1.13508 2.52153
*
```

## Properties
E_HOMO = -12.0 eV

***

# 8
This record from the Open Molecules 2025 dataset describes C5H11ClN2 in the gas phase at a distorted geometry. The level of theory is ωB97M-V/def2-TZVPD.

ORCA input file:
```
! wB97M-V def2-TZVPD RIJCOSX def2/J DEFGRID3
* xyz 0 1
C -0.44104 -0.11047 2.54133
C -1.79862 0.15541 1.83031
C 0.97790 0.46702 -0.21308
C 1.06407 -0.52031 -1.41227
C 0.15654 -0.35197 -2.55281
H -0.45836 -0.24132 3.80473
H -0.03247 -1.21118 2.14174
H 0.44781 0.65400 2.55377
H -2.87050 -0.01319 2.33597
H -0.65348 1.53520 -0.83804
H 1.52252 1.34765 -0.50551
H 1.25055 -0.04034 0.63719
H 2.14283 -0.53048 -1.79539
H 0.09632 -1.11357 -3.38276
H 0.53408 0.51585 -3.18555
H -0.79691 -0.08761 -1.98222
N -1.55430 0.51804 0.52041
N -0.39851 1.17216 0.18702
Cl 0.81156 -2.14490 -0.68484
*
```

## Properties
E_HOMO = -8.8 eV

***

# 9
This record from the Open Molecules 2025 dataset describes CClF3O2S in the gas phase at a distorted geometry. The level of theory is ωB97M-V/def2-TZVPD.

ORCA input file:
```
! wB97M-V def2-TZVPD RIJCOSX def2/J DEFGRID3
* xyz 0 1
C 0.92680 -0.14200 0.17836
O -1.00918 1.63027 -0.10027
O -1.52982 -0.50776 0.99222
F 1.12451 0.65665 1.20636
F 1.66304 0.23285 -0.83296
F 1.21248 -1.43456 0.37369
S -0.92573 0.19930 -0.06807
Cl -1.46212 -0.63475 -1.74935
*
```

## Properties
E_HOMO = -12.2 eV

***

# 10
This record from the Open Molecules 2025 dataset describes a molecular structure, C28H33I2N5O2TaTe at a distorted geometry. The level of theory is ωB97M-V/def2-TZVPD.

ORCA input file:
```
! wB97M-V def2-TZVPD RIJCOSX def2/J DEFGRID3
* xyz 3 1
Ta 0.27752 0.77914 -1.01244
C 3.39949 0.30443 -2.63708
N 2.00699 0.31736 -3.11791
C 1.60447 -0.99444 -3.63437
C 1.38965 -1.85881 -2.44101
N 0.98307 -1.36295 -1.27909
C 0.99533 -2.43488 -0.37091
C 0.75672 -2.49640 0.99925
C 0.81550 -3.73847 1.59850
C 1.12268 -4.89777 0.87289
C 1.42841 -4.84312 -0.47139
C 1.37569 -3.58899 -1.06592
N 1.63158 -3.16653 -2.36525
C 3.53324 1.12392 -1.40249
N 2.59728 1.20132 -0.47227
C 3.09959 2.04145 0.52745
C 2.56678 2.46287 1.74365
C 3.32844 3.32695 2.50460
C 4.58748 3.77473 2.08025
C 5.14313 3.34187 0.89395
C 4.37909 2.46169 0.13935
N 4.61069 1.85013 -1.08529
H 4.09929 0.65309 -3.39910
H 3.68135 -0.72116 -2.38441
H 1.90745 1.01312 -3.84879
H 2.35224 -1.43951 -4.29773
H 0.68194 -0.88463 -4.20837
H 0.55620 -1.60949 1.58543
H 0.62393 -3.82265 2.65993
H 1.13366 -5.85116 1.38253
H 1.70377 -5.72757 -1.03002
H 1.96049 -3.76296 -3.11101
H 1.60751 2.11418 2.10048
H 2.94918 3.67410 3.45589
H 5.13978 4.46305 2.70462
H 6.12894 3.65691 0.57901
H 5.46608 1.92006 -1.61683
I -1.04790 1.82082 -4.80703
C -2.52237 2.90630 -3.72002
I -2.53568 2.33075 -1.64112
H -3.49608 2.67540 -4.13657
H -2.31008 3.96710 -3.77985
C 0.97912 4.08091 -2.08822
C 0.62025 2.84079 -1.37957
O 0.39917 2.75594 -0.16962
H 1.92030 4.44679 -1.66181
H 0.23650 4.85679 -1.88252
H 1.09150 3.94081 -3.15853
O -1.59970 -0.74470 -2.29921
H -2.28733 -1.26198 -1.85886
H -1.78870 -0.80978 -3.24426
C -5.76442 -2.60091 4.02236
C -4.74655 -1.78128 3.30834
C -4.38951 -0.50826 3.76141
C -3.41919 0.25208 3.14211
C -3.12712 1.62677 3.68586
C -2.76662 -0.29749 2.00170
Te -1.18442 0.92642 1.30490
C -3.16042 -1.54628 1.48280
C -2.60353 -2.13153 0.21599
C -4.13210 -2.26411 2.15072
H -6.16757 -2.08362 4.88916
H -5.32906 -3.54509 4.35657
H -6.58736 -2.86167 3.35391
H -4.89411 -0.10439 4.63005
H -3.80874 1.86958 4.49698
H -3.25234 2.38798 2.91471
H -2.11152 1.69181 4.08076
H -1.84811 -1.48211 -0.22362
H -3.41754 -2.29739 -0.49511
H -2.14936 -3.10205 0.40902
H -4.42406 -3.23331 1.76243
*
```

## Properties
E_HOMO = -15.6 eV

***

# 11
This record from the Open Molecules 2025 dataset describes C3H6O3S in the gas phase at a distorted geometry. The level of theory is ωB97M-V/def2-TZVPD.

ORCA input file:
```
! wB97M-V def2-TZVPD RIJCOSX def2/J DEFGRID3
* xyz 0 1
C -0.43350 -0.11785 -0.74615
C 0.64527 -0.94298 -0.25951
C 1.93497 -0.64388 -0.70733
H -1.06363 0.09964 2.22473
H -1.49584 -0.86830 -0.90423
H -0.33462 0.57887 -1.61747
H 0.73396 -1.66666 0.36592
H 2.25554 0.19934 -1.25719
H 2.65237 -1.28047 -0.38344
O -1.72911 0.06645 1.64753
O 0.05446 1.68768 1.09635
O -2.14007 1.86213 0.00425
S -1.07979 1.02603 0.53654
*
```

## Properties
E_HOMO = -10.0 eV

***

| no. | DFT total energy (eV) |
| --- | --- |
| 1 | -8367.4914 |
| 2 | -36897.2090 |
| 3 | -4310.2474 |
| 4 | -21856.4396 |
| 5 | -633540.2700 |
| 6 | -150528.8664 |
| 7 | -28075.3276 |
| 8 | -20861.3912 |
| 9 | -36640.9866 |
| 10 | -66139.7891 |
| 11 | -20182.9987 |